w) ORCA calculation (ωB97M-V/def2-TZVPD) on C29H31BFeN7O3S2 as an isolated structure.

2S+1 ... 2
HOMO (alpha / beta) ... -7.90 / -7.84 eV

Atoms and positions in Å:
Fe (-0.56, -1.21, -0.52)
C (-4.80, -2.46, 0.89)
O (-4.79, -2.80, -0.50)
C (-4.54, -1.77, -1.37)
C (-5.49, -1.46, -2.31)
C (-5.28, -0.47, -3.26)
C (-4.09, 0.21, -3.25)
C (-3.09, -0.10, -2.32)
C (-1.86, 0.66, -2.34)
N (-0.83, 0.37, -1.65)
N (0.28, 1.21, -1.75)
C (1.15, 0.84, -0.88)
O (0.94, -0.14, -0.03)
C (2.46, 1.54, -0.85)
C (2.77, 2.53, -1.78)
C (4.02, 3.12, -1.77)
C (4.96, 2.74, -0.82)
C (4.65, 1.76, 0.12)
C (3.40, 1.16, 0.10)
C (-3.29, -1.11, -1.37)
O (-2.38, -1.44, -0.45)
H (-4.94, -3.40, 1.43)
H (-3.87, -2.00, 1.20)
H (-5.64, -1.79, 1.10)
H (-6.42, -2.02, -2.29)
H (-6.04, -0.25, -3.99)
H (-3.90, 1.00, -3.98)
H (-1.81, 1.55, -2.97)
H (2.02, 2.81, -2.51)
H (4.26, 3.89, -2.49)
H (5.94, 3.20, -0.81)
H (5.38, 1.47, 0.86)
H (3.15, 0.38, 0.81)
C (1.82, -0.32, -4.12)
N (2.48, -1.05, -3.05)
C (3.80, -0.95, -2.71)
C (4.00, -1.78, -1.67)
N (2.81, -2.40, -1.37)
B (2.65, -3.47, -0.22)
N (2.42, -2.71, 1.14)
C (3.44, -2.27, 1.95)
C (2.89, -1.66, 3.03)
N (1.53, -1.72, 2.86)
C (0.53, -1.18, 3.77)
C (1.26, -2.37, 1.71)
S (-0.35, -2.70, 1.16)
C (1.89, -1.94, -2.23)
S (0.22, -2.38, -2.34)
H (2.59, 0.19, -4.70)
H (1.14, 0.42, -3.71)
H (1.28, -1.01, -4.77)
H (4.48, -0.29, -3.24)
H (4.89, -2.00, -1.11)
H (1.73, -4.18, -0.46)
H (3.72, -4.02, -0.13)
H (4.47, -2.45, 1.71)
H (3.34, -1.20, 3.89)
H (1.03, -0.54, 4.48)
H (0.03, -1.99, 4.30)
H (-0.21, -0.61, 3.21)
N (-1.38, 1.02, 1.79)
C (-1.91, 2.06, 2.54)
C (-1.08, 3.05, 3.07)
C (-1.61, 4.06, 3.86)
C (-2.97, 4.11, 4.13)
C (-3.80, 3.13, 3.60)
C (-3.28, 2.12, 2.81)
H (-0.48, 1.20, 1.37)
H (-2.02, 0.55, 1.16)
H (-0.02, 3.02, 2.86)
H (-0.94, 4.81, 4.26)
H (-3.37, 4.90, 4.75)
H (-4.86, 3.16, 3.80)
H (-3.94, 1.36, 2.40)

=====

x) ORCA calculation (ωB97M-V/def2-TZVPD) on C29H31BFeN7O3S2 as an isolated structure.

2S+1 ... 2
HOMO (alpha / beta) ... -7.16 / -7.15 eV

Atoms and positions in Å:
Fe (-0.82, 0.42, 0.77)
C (1.31, 3.57, 3.43)
O (0.28, 3.14, 4.32)
C (-0.99, 3.26, 3.82)
C (-1.87, 4.10, 4.46)
C (-3.18, 4.27, 4.01)
C (-3.59, 3.61, 2.88)
C (-2.72, 2.73, 2.22)
C (-3.16, 2.11, 1.00)
N (-2.46, 1.31, 0.29)
N (-3.03, 0.93, -0.93)
C (-2.37, -0.10, -1.38)
O (-1.41, -0.67, -0.71)
C (-2.71, -0.66, -2.71)
C (-3.92, -0.34, -3.33)
C (-4.21, -0.86, -4.58)
C (-3.30, -1.70, -5.22)
C (-2.10, -2.02, -4.60)
C (-1.81, -1.51, -3.34)
C (-1.42, 2.48, 2.72)
O (-0.65, 1.55, 2.22)
H (2.23, 3.10, 3.76)
H (1.10, 3.30, 2.40)
H (1.41, 4.66, 3.50)
H (-1.50, 4.64, 5.32)
H (-3.85, 4.93, 4.54)
H (-4.59, 3.76, 2.48)
H (-4.15, 2.37, 0.62)
H (-4.61, 0.32, -2.82)
H (-5.15, -0.61, -5.06)
H (-3.53, -2.10, -6.19)
H (-1.39, -2.67, -5.09)
H (-0.89, -1.76, -2.83)
C (0.38, 2.18, -3.56)
N (0.90, 0.90, -3.12)
C (1.41, -0.09, -3.94)
C (1.79, -1.10, -3.13)
N (1.53, -0.74, -1.83)
B (1.86, -1.62, -0.56)
N (0.67, -2.63, -0.35)
C (0.42, -3.72, -1.15)
C (-0.63, -4.40, -0.63)
N (-1.02, -3.71, 0.50)
C (-2.12, -4.06, 1.38)
C (-0.22, -2.64, 0.65)
S (-0.40, -1.50, 1.94)
C (1.01, 0.50, -1.84)
S (0.62, 1.54, -0.51)
H (0.19, 2.12, -4.63)
H (1.10, 2.98, -3.36)
H (-0.54, 2.40, -3.03)
H (1.43, 0.02, -5.01)
H (2.24, -2.04, -3.36)
H (2.86, -2.25, -0.79)
H (1.94, -0.90, 0.38)
H (1.01, -3.93, -2.02)
H (-1.13, -5.29, -0.95)
H (-2.62, -4.94, 0.97)
H (-2.82, -3.23, 1.44)
H (-1.74, -4.29, 2.38)
N (2.36, 0.49, 2.77)
C (3.56, -0.02, 2.32)
C (3.93, -1.34, 2.61)
C (5.15, -1.84, 2.19)
C (6.03, -1.04, 1.47)
C (5.67, 0.26, 1.18)
C (4.45, 0.78, 1.60)
H (1.64, -0.17, 2.99)
H (2.02, 1.33, 2.32)
H (3.24, -1.97, 3.16)
H (5.41, -2.86, 2.42)
H (6.99, -1.44, 1.15)
H (6.34, 0.90, 0.61)
H (4.18, 1.80, 1.35)

=====

The least stable of them is x).